# C43H39F5N2O2P

A structure of composition C43H39F5N2O2P at a distorted geometry (wB97M-V/def2-TZVPD, the Open Molecules 2025 dataset).

Summary:
Orbital gap (eV): 5.35
Electronic energy (eV): -75164.9252
Net charge: +1
Highest occupied orbital energy (eV): -9.3
LUMO (Eh): -0.144
Relative energy (zero: lowest compared OMol25 entry of this formula, charge and spin) (kJ/mol): 203.3
Largest force on an atom (eV Å⁻¹): 9.29
2S+1: 1

Atoms and positions in Å:
C 1.3675 -5.8525 2.4947
N 1.3046 -4.4776 2.0542
C 2.4082 -3.6736 2.0812
O 3.5242 -4.0020 2.4776
C 1.9779 -2.3001 1.5551
C 2.7779 -1.8612 0.3410
C 4.2296 -1.7398 0.6634
C 5.1735 -2.6006 0.1029
F 4.7615 -3.5330 -0.7956
C 6.5142 -2.5594 0.4673
F 7.3966 -3.4252 -0.0700
C 6.9388 -1.6121 1.4012
F 8.2325 -1.5626 1.7672
C 6.0238 -0.7085 1.9467
F 6.4381 0.2185 2.8338
C 4.6892 -0.7798 1.5656
F 3.8004 0.1119 2.0931
N 0.5535 -2.4886 1.2878
C -0.1737 -1.4808 0.7774
C -1.5614 -1.5243 0.6038
C -2.3551 -0.4561 0.2314
C -3.7559 -0.5457 0.5375
C -4.5001 0.4734 1.2008
C -5.8388 0.2793 1.5253
C -6.4858 -0.9232 1.2143
C -5.7710 -1.9529 0.5887
C -4.4380 -1.7702 0.2515
C 0.0633 -3.8467 1.6168
C -0.4944 -4.5737 0.3832
C -0.9598 -3.8684 2.7654
H 2.4062 -6.0975 2.7265
H 0.7494 -6.0042 3.3885
H 1.0010 -6.5195 1.7062
H 2.1285 -1.5551 2.3578
H 2.6496 -2.5954 -0.4654
H 2.3925 -0.8980 -0.0133
H 0.3765 -0.5626 0.5562
H -2.0502 -2.4713 0.8414
H -1.7337 0.4295 -0.2955
H -3.9886 1.3922 1.4969
H -6.3829 1.0774 2.0327
H -7.5384 -1.0638 1.4634
H -6.2546 -2.9039 0.3610
H -3.8904 -2.5698 -0.2563
H 0.2794 -4.6276 -0.3952
H -0.7957 -5.5897 0.6671
H -1.3648 -4.0537 -0.0242
H -0.4555 -3.6301 3.7112
H -1.7638 -3.1467 2.6063
H -1.3984 -4.8723 2.8352
C -4.3972 1.0029 -2.0784
C -2.9073 1.1807 -2.1481
C -2.1762 1.4205 -0.8377
P -0.7391 2.4858 -1.2085
C 0.5594 1.6700 -2.1890
C 0.4760 1.6562 -3.5905
C 1.4523 1.0253 -4.3613
C 2.5408 0.4102 -3.7365
C 2.6547 0.4447 -2.3422
C 1.6793 1.0814 -1.5678
C -1.0916 4.0358 -2.0745
C -0.0980 4.6574 -2.8578
C -0.3347 5.9000 -3.4486
C -1.5605 6.5429 -3.2528
C -2.5480 5.9350 -2.4695
C -2.3218 4.6869 -1.8800
C 0.0239 2.9570 0.3646
C 0.8742 4.0776 0.4078
C 1.6156 4.3519 1.5575
C 1.4978 3.5242 2.6784
C 0.6140 2.4416 2.6585
C -0.1483 2.1716 1.5191
O -2.3226 1.0783 -3.2288
H -4.8585 1.6595 -1.3348
H -4.8222 1.2109 -3.0668
H -4.6268 -0.0367 -1.8205
H -2.8055 1.9873 -0.1376
H -0.3666 2.1340 -4.0881
H 1.3573 1.0212 -5.4477
H 3.3040 -0.0928 -4.3320
H 3.5149 -0.0161 -1.8531
H 1.8020 1.1594 -0.4839
H 0.8673 4.1716 -3.0179
H 0.4442 6.3621 -4.0574
H -1.7412 7.5178 -3.7095
H -3.5030 6.4386 -2.3126
H -3.0920 4.2216 -1.2609
H 0.9580 4.7309 -0.4621
H 2.2867 5.2110 1.5733
H 2.0902 3.7290 3.5712
H 0.5119 1.7971 3.5333
H -0.8716 1.3528 1.5293

These are the Löwdin partial charges, in e, on atoms 1 to 4:
1 C 0.002
2 N -0.033
3 C -0.355
4 O 0.100

# C43H39I2N2P2SiTi

A structure of composition C43H39I2N2P2SiTi at a distorted geometry (wB97M-V/def2-TZVPD, the Open Molecules 2025 dataset).

Summary:
Orbital gap (alpha / beta) (eV): 7.20 / 6.89
Electronic energy (eV): -113962.9239
Net charge: +2
Highest occupied orbital energy (alpha / beta) (eV): -13.1 / -12.8
⟨S²⟩: 0.7696
LUMO (alpha / beta) (Eh): -0.215 / -0.216
Relative energy (zero: lowest compared OMol25 entry of this formula, charge and spin) (kJ/mol): 0.0
Largest force on an atom (eV Å⁻¹): 4.18
2S+1: 2

Atoms and positions in Å:
Ti -0.4909 -1.0144 0.1761
C 2.2385 0.9510 2.1436
Si 0.8209 1.0986 0.9689
C 1.5535 1.7147 -0.6539
C 1.7991 3.0444 -0.9595
C 2.5203 3.3988 -2.0529
C 2.9766 2.4546 -2.9240
C 2.7075 1.1154 -2.7128
C 2.0277 0.7839 -1.5955
P 1.8052 -0.9496 -1.1161
C 3.3335 -1.4049 -0.2017
C 4.4794 -0.7196 -0.3626
C 5.6987 -1.1452 0.2485
C 5.7468 -2.2292 1.0573
C 4.5503 -2.9204 1.3035
C 3.3931 -2.5511 0.6332
C 1.9101 -1.9146 -2.6312
C 1.0172 -1.5175 -3.6752
C 0.7709 -2.2791 -4.7512
C 1.3616 -3.5524 -4.8456
C 2.3881 -3.8957 -3.9753
C 2.6037 -3.0849 -2.8451
C -0.3759 2.3264 1.8640
C -0.1048 3.1027 2.9722
C -1.1476 3.6783 3.6757
C -2.4563 3.5445 3.2764
C -2.7318 2.8170 2.1511
C -1.7140 2.1452 1.4867
P -2.0659 1.0401 0.1097
C -1.8048 2.0847 -1.3342
C -2.2312 3.4057 -1.2696
C -2.1425 4.0945 -2.4491
C -1.6123 3.5481 -3.6060
C -1.0340 2.2603 -3.5834
C -1.1580 1.5479 -2.4224
C -3.7678 0.6455 0.1688
C -4.2597 -0.2655 1.0234
C -5.5968 -0.7211 0.9625
C -6.4328 -0.3465 -0.0320
C -6.0647 0.7323 -0.8462
C -4.7599 1.2072 -0.7858
H 2.8560 1.8411 2.2098
H 3.0016 0.1893 1.8948
H 1.9083 0.7132 3.1438
H 1.4940 3.8587 -0.2856
H 2.7633 4.4014 -2.3206
H 3.4040 2.7353 -3.9036
H 3.0176 0.3806 -3.4980
H 4.4612 0.2865 -0.8301
H 6.6409 -0.5898 0.1174
H 6.6020 -2.6421 1.5391
H 4.5659 -3.7393 2.0372
H 2.4864 -3.0584 0.8631
H 0.5629 -0.5959 -3.6054
H 0.1529 -1.9207 -5.6267
H 1.1635 -4.2193 -5.7135
H 3.0019 -4.6937 -4.1286
H 3.3566 -3.2941 -2.0722
H 0.8861 3.2942 3.3523
H -0.9604 4.2634 4.5812
H -3.2628 4.0319 3.7852
H -3.7861 2.7389 1.8388
H -2.5445 3.8742 -0.3227
H -2.4598 5.1508 -2.5659
H -1.6268 4.1233 -4.5385
H -0.5469 1.7649 -4.4190
H -0.8117 0.5569 -2.3136
H -3.7616 -0.8703 1.6484
H -5.8821 -1.5280 1.6671
H -7.3416 -0.8390 -0.1557
H -6.7330 1.1581 -1.6093
H -4.4260 2.0098 -1.3875
I -0.3896 -4.3464 -0.0372
C -1.4158 -3.9236 -1.8489
I -2.3487 -1.9804 -1.7937
H -2.1015 -4.7394 -2.1311
H -0.5908 -3.8255 -2.5949
N -0.2412 -2.3734 6.3339
C -0.3576 -1.9649 5.0448
C -1.3914 -1.1386 4.5637
C -1.4945 -0.8689 3.2165
N -0.6150 -1.2705 2.2918
C 0.3943 -2.0321 2.7520
C 0.5578 -2.3618 4.0412
H -0.8510 -2.0260 7.0697
H 0.6288 -2.7925 6.6765
H -2.0957 -0.7111 5.2588
H -2.2420 -0.0768 2.9172
H 1.1311 -2.3269 2.0450
H 1.4899 -2.8531 4.2222

These are the Löwdin partial charges, in e, on atoms 1 to 4:
1 Ti 0.208
2 C -0.181
3 Si 0.624
4 C -0.294

# C43H40AsF3I2N5O3P2SSr

A structure of composition C43H40AsF3I2N5O3P2SSr at a distorted geometry (wB97M-V/def2-TZVPD, the Open Molecules 2025 dataset).

Summary:
Orbital gap (eV): 6.92
Electronic energy (eV): -174279.9482
Net charge: -1
Highest occupied orbital energy (eV): -5.0
LUMO (Eh): 0.069
Relative energy (zero: lowest compared OMol25 entry of this formula, charge and spin) (kJ/mol): 127.5
Largest force on an atom (eV Å⁻¹): 3.93
2S+1: 1

Atoms and positions in Å:
Sr 2.4584 -0.2809 0.9657
N 4.4120 -0.6135 -0.9311
N 4.1158 -1.5239 -1.9792
C 2.6688 -1.8042 -2.1201
O 2.2919 -2.3122 -3.1776
O 2.0226 -1.4970 -1.1044
H 4.4565 0.2848 -1.2772
H 5.3525 -0.7420 -0.4977
H 4.5476 -1.3655 -2.8900
I 5.2316 3.3343 -1.5933
C 5.8319 2.3208 0.0797
C 7.2294 2.3140 0.3830
C 7.7047 1.6639 1.5146
I 9.7477 1.7668 1.9850
C 6.7838 0.8787 2.3133
C 7.0117 0.2333 3.5303
C 6.0480 -0.3864 4.3147
C 4.7189 -0.2810 3.8305
N 4.4026 0.4508 2.7868
C 5.3593 1.0291 2.0421
C 4.8249 1.7359 0.8409
O 3.6049 1.8484 0.6072
H 7.7299 2.9679 -0.3539
H 8.0508 0.0695 3.8680
H 6.1689 -0.9149 5.2456
H 3.8550 -0.6254 4.3028
N -3.3009 0.9469 -1.4659
P -4.4796 0.2227 -0.4862
C -5.7028 1.5539 -0.5472
C -6.9801 1.2735 -1.0155
C -7.9766 2.2185 -0.9755
C -7.7187 3.4292 -0.2412
C -6.4426 3.6885 0.2250
C -5.3821 2.7846 0.0373
C -3.8746 0.4587 1.2607
C -4.7528 0.2125 2.3093
C -4.4142 0.4937 3.6157
C -3.2083 1.1374 3.8924
C -2.3450 1.3880 2.8642
C -2.6715 1.0238 1.5206
P -2.4775 0.1580 -2.7701
C -2.9873 1.3510 -4.1187
C -2.1244 2.2098 -4.7063
C -2.5827 3.0389 -5.7749
C -3.8922 2.8779 -6.1863
C -4.8219 2.1566 -5.4409
C -4.3477 1.3814 -4.3760
C -0.7519 0.7541 -2.5381
C 0.1329 0.1891 -3.4262
C 1.4529 0.6953 -3.6013
C 1.7999 1.7231 -2.8190
C 0.9618 2.2837 -1.8357
C -0.3017 1.8265 -1.7140
H -3.2134 1.9811 -1.5122
H -7.2891 0.4194 -1.6024
H -8.9854 2.0929 -1.3135
H -8.5677 4.1109 -0.0560
H -6.2772 4.5522 0.8108
H -4.4267 3.0388 0.5827
H -5.7428 -0.1365 2.0126
H -5.0979 0.2061 4.3690
H -2.7687 1.2758 4.8568
H -1.3208 1.7456 3.0066
H -1.8055 1.0748 0.8241
H -1.0290 2.3668 -4.5316
H -1.8581 3.7116 -6.2987
H -4.2298 3.4943 -6.9899
H -5.8793 2.1477 -5.6867
H -5.0585 0.8051 -3.7442
H -0.2689 -0.5783 -4.1175
H 2.1173 0.1622 -4.2846
H 2.8620 2.1422 -2.9310
H 1.4586 3.0579 -1.2432
H -0.9599 2.3487 -0.9467
F -2.9686 -3.0789 4.1378
C -1.7239 -2.6059 4.0400
F -0.9252 -3.5364 4.5172
F -1.6193 -1.5320 4.8200
C -1.4641 -2.2541 2.5785
C -2.4354 -2.6190 1.6413
C -2.1133 -2.3341 0.3178
C -0.9280 -1.6514 0.0220
N -0.0331 -1.2760 0.9213
C -0.2936 -1.5306 2.2211
S 0.7851 -0.8202 3.3700
H -3.3135 -3.1938 1.9034
H -2.7822 -2.5318 -0.4769
H -0.6150 -1.3688 -1.0183
C 1.4897 -4.4997 0.5264
As 3.0773 -3.5247 1.2435
C 3.4746 -4.6601 2.8293
C 4.4355 -4.4541 0.2314
H 1.8410 -5.5791 0.4080
H 1.1471 -4.1387 -0.4119
H 0.7208 -4.4022 1.2316
H 3.4759 -5.7628 2.5114
H 2.8685 -4.5014 3.7207
H 4.5365 -4.4457 3.0438
H 4.1374 -5.3919 -0.2528
H 5.2885 -4.5708 0.8962
H 4.8377 -3.7837 -0.5494

These are the Löwdin partial charges, in e, on atoms 1 to 4:
1 Sr 1.205
2 N -0.039
3 N -0.022
4 C -0.773